Here is C23H20Cl2IrP as an isolated structure in a non-equilibrium geometry from the OMol25 dataset. Energies are from ωB97M-V with the def2-TZVPD basis set.

Last column: Mulliken charge in e.
CARTESIAN COORDINATES (ANGSTROEM)
C  -1.04073  -1.96538  4.57212  -0.247
C  -0.98962  -1.97483  3.16980  -0.566
C  0.39030  -1.93050  2.76321  -0.258
H  -1.82847  -2.00084  2.48621  0.378
C  1.21124  -1.95063  3.95238  -0.438
C  0.33224  -1.89692  5.06314  -0.687
H  0.63785  -1.87337  6.11462  0.404
H  -1.94283  -2.00203  5.18974  0.374
H  0.74831  -1.90339  1.75361  0.319
H  2.29506  -1.95419  3.97365  0.410
Ir  0.01913  -0.19421  3.84050  1.181
Cl  1.36799  1.52963  3.40017  -0.429
P  0.00789  0.56731  -1.10152  0.129
C  1.22131  -0.66575  -1.12319  0.684
C  1.00732  -1.56504  -2.19816  -0.409
H  0.03604  -1.53879  -2.69485  0.356
C  2.03280  -2.40699  -2.57880  -0.577
H  1.87667  -3.05989  -3.41857  0.386
C  3.25336  -2.40387  -1.90058  -0.685
H  4.07602  -3.01448  -2.28263  0.349
C  3.40362  -1.61077  -0.76678  -0.454
H  4.33865  -1.66857  -0.22213  0.394
C  2.38497  -0.74311  -0.33717  -0.712
H  2.47381  -0.14615  0.57379  0.532
C  -1.62356  0.01550  -0.93618  0.728
C  -1.91749  -1.34605  -0.74858  -0.486
H  -1.17118  -2.03690  -0.34882  0.634
C  -3.19980  -1.81702  -1.08475  -0.709
H  -3.40195  -2.88105  -1.01465  0.408
C  -4.19558  -0.96038  -1.51329  -0.514
H  -5.16338  -1.34158  -1.85218  0.366
C  -3.93508  0.41855  -1.53436  -0.468
H  -4.71959  1.09505  -1.80033  0.435
C  -2.68743  0.91852  -1.22569  -0.715
H  -2.46665  1.98420  -1.18949  0.394
C  0.45911  2.23283  -1.19002  0.308
C  1.10453  2.47147  -2.42563  -0.605
H  1.37403  1.59861  -3.02558  0.394
C  1.34472  3.78918  -2.81100  -0.531
H  1.80203  3.95859  -3.78163  0.372
C  1.00020  4.85254  -1.97806  -0.512
H  1.16951  5.87483  -2.32962  0.355
C  0.43976  4.60477  -0.71417  -0.439
H  0.23017  5.45219  -0.07195  0.410
C  0.14820  3.29962  -0.29935  -0.187
H  -0.27944  3.07354  0.68570  0.400
Cl  -1.62405  1.11576  2.96109  -0.473

Force components x, y, z for each atom (eV/Å):
C 0.3 -0.3 1.5
C 0.7 -1.3 -1.1
C 0.0 -2.2 -0.7
H 0.1 0.2 0.2
C 0.0 0.1 -1.0
C -1.0 -1.2 1.5
H -0.3 0.0 -0.6
H 0.5 0.2 -0.3
H 0.1 -0.1 -0.3
H -0.2 0.1 0.0
Ir -0.6 4.4 0.5
Cl 1.0 0.3 0.1
P 1.4 -1.8 1.2
C -2.1 1.3 0.1
C 0.5 -1.2 -0.9
H 0.4 -0.3 -0.1
C -1.1 0.5 -0.2
H 0.0 -0.2 -0.2
C 0.6 -0.5 -0.6
H -0.3 0.2 0.3
C -0.7 1.2 1.0
H -0.1 0.1 0.2
C 2.1 -0.8 0.3
H 0.2 -0.1 -0.3
C -1.0 0.7 0.3
C -0.5 -0.3 -0.2
H -0.1 0.3 -0.4
C 0.6 -0.2 0.4
H 0.0 0.1 0.1
C 0.0 0.3 -0.3
H 0.4 0.1 0.3
C 0.2 -0.1 0.2
H -0.4 0.3 -0.1
C 0.2 -0.5 0.0
H -0.2 -0.2 -0.3
C -0.4 1.3 -0.2
C -0.1 0.8 0.5
H 0.0 0.5 -0.1
C 0.2 -0.6 -0.2
H -0.1 0.1 0.1
C -0.1 -0.1 0.2
H 0.0 -0.4 0.3
C 0.1 -0.3 -0.3
H -0.1 -0.1 0.1
C 0.3 -0.2 -0.5
H 0.1 0.2 -0.5
Cl -0.6 0.0 -0.1

Properties
Maximum force, eV Å⁻¹: 4.5
HOMO-LUMO gap (alpha / beta), eV: 4.0 / 6.0
Molecular weight, g/mol: 590.510
Multiplicity: 5